C4H5CuO2 | ωB97M-V/def2-TZVPD

```
! wB97M-V def2-TZVPD RIJCOSX def2/J DEFGRID3
* xyz -1 2
C 1.217 0.383 0.225
H -1.394 -1.871 -0.128
H 1.124 -0.607 1.012
C -2.329 0.036 -0.043
C 0.242 -0.486 -0.400
C -1.090 -0.863 0.209
H -1.016 -0.936 1.315
H 0.260 -0.492 -1.503
O -2.103 1.271 0.070
O 2.509 0.320 -0.384
Cu -0.339 2.064 -0.085
H 2.920 1.180 -0.287
*
```

Output
- HOMO-LUMO gap (alpha / beta) (Eh) = 0.180 / 0.220
- ΔE to the lowest compared entry with this formula, charge and spin (eV) = 2.012
- E_HOMO (alpha / beta) (eV) = -1.2 / -2.6
- expectation value of S² = 0.79